{
  "formula": "C11H12OS2",
  "method": "ωB97M-V/def2-TZVPD",
  "e_above_lowest_kcal_mol": 0.0,
  "e_lumo_ev": 0.40,
  "smiles": "O=C1C[C@@H](CCc2ccccc2)SS1",
  "e_tot_ha": -1297.9920,
  "homo_lumo_gap_ha": 0.331,
  "symbols": ["O", "C", "C", "C", "C", "C", "C", "C", "C", "C", "C", "C", "S", "S", "H", "H", "H", "H", "H", "H", "H", "H", "H", "H", "H", "H"],
  "coordinates": [[-3.270, -0.364, 3.097], [-3.219, 0.281, 2.094], [-2.247, 1.427, 1.821], [-1.975, 1.589, 0.330], [-1.001, 0.570, -0.249], [0.427, 0.712, 0.285], [1.376, -0.265, -0.370], [2.107, 0.126, -1.500], [2.947, -0.780, -2.146], [3.075, -2.078, -1.668], [2.353, -2.466, -0.548], [1.501, -1.560, 0.093], [-3.619, 1.525, -0.479], [-4.297, -0.056, 0.688], [-2.720, 2.347, 2.227], [-1.355, 1.247, 2.392], [-1.634, 2.632, 0.113], [-1.342, -0.437, -0.083], [-0.964, 0.715, -1.355], [0.778, 1.758, 0.154], [0.433, 0.528, 1.372], [2.011, 1.118, -1.869], [3.507, -0.466, -3.042], [3.735, -2.758, -2.160], [2.444, -3.486, -0.163], [0.950, -1.859, 0.964]],
  "mulliken_charge": [-0.52, 0.52, -0.67, -0.19, -0.48, -0.81, 0.18, -0.41, -0.50, -0.44, -0.58, -0.28, -0.08, -0.10, 0.39, 0.25, 0.40, 0.38, 0.34, 0.40, 0.35, 0.39, 0.33, 0.40, 0.34, 0.40]
}